# 1
{"formula": "ClH22O15", "method": "ωB97M-V with the def2-TZVPD basis set", "relative_energy_kj_mol": 84.63, "charge": -1, "homo_lumo_gap_ev": 9.79, "total_energy_ha": -1601.81600, "homo_ev": -7.4, "symbols": ["Cl", "O", "O", "O", "O", "O", "H", "H", "O", "H", "H", "O", "H", "H", "O", "H", "H", "O", "H", "H", "O", "H", "H", "O", "H", "H", "O", "H", "H", "O", "H", "H", "O", "H", "H", "O", "H", "H"], "xyz": [[39.326, 14.844, 34.855], [38.262, 14.334, 35.719], [40.183, 13.748, 34.446], [38.921, 15.511, 33.657], [40.263, 15.642, 35.618], [38.312, 14.787, 30.760], [38.844, 15.336, 30.184], [38.431, 15.167, 31.630], [43.465, 14.739, 35.685], [42.714, 14.198, 35.927], [44.008, 14.763, 36.473], [42.667, 11.927, 34.401], [42.577, 11.667, 35.317], [42.045, 12.647, 34.293], [39.244, 12.136, 31.684], [39.574, 12.754, 32.335], [38.292, 12.169, 31.783], [36.673, 12.736, 37.938], [36.782, 13.672, 37.773], [36.668, 12.659, 38.892], [38.802, 15.796, 38.632], [38.840, 15.473, 37.732], [37.959, 16.245, 38.691], [41.880, 15.826, 38.621], [41.068, 15.594, 38.170], [41.757, 15.506, 39.515], [43.031, 17.062, 34.291], [42.151, 17.417, 34.415], [43.304, 16.783, 35.165], [40.650, 18.833, 36.471], [40.390, 18.182, 35.820], [39.985, 19.519, 36.403], [38.552, 10.897, 36.437], [38.105, 11.490, 37.042], [38.571, 11.373, 35.607], [41.670, 15.428, 31.872], [42.578, 15.128, 31.917], [41.518, 15.859, 32.713]], "forces_ev_per_a": [[3.2, -2.1, 0.4], [0.1, 1.1, -0.9], [-0.9, -1.2, -0.4], [-1.3, 0.7, 0.4], [-1.1, 1.7, 0.8], [-0.5, 0.0, -0.3], [0.3, 0.0, -0.1], [0.2, 0.0, 0.4], [0.4, 0.1, 0.0], [-0.4, 0.0, 0.0], [0.1, 0.0, 0.3], [0.4, -0.3, -0.1], [-0.1, -0.1, 0.2], [-0.4, 0.3, -0.1], [0.1, -0.6, -0.1], [0.2, 0.3, 0.3], [-0.2, 0.2, -0.1], [-0.1, -0.3, 0.0], [0.2, 0.3, -0.3], [0.0, 0.0, 0.3], [0.0, -0.2, 0.5], [0.0, -0.2, -0.7], [-0.1, 0.2, 0.0], [0.6, -0.1, 0.0], [-0.3, 0.1, -0.2], [-0.1, 0.0, 0.2], [0.1, 0.5, -0.6], [-0.2, 0.1, 0.1], [-0.1, -0.5, 0.2], [0.2, 0.2, 0.1], [-0.1, -0.5, -0.1], [-0.1, 0.2, 0.0], [0.2, -0.5, 0.0], [-0.3, 0.4, 0.2], [0.1, 0.2, -0.2], [-0.3, 0.0, -0.5], [0.2, 0.0, 0.2], [0.1, 0.0, 0.4]]}

=====

# 2
{"formula": "ClH2NO2Si", "method": "ωB97M-V with the def2-TZVPD basis set", "relative_energy_kj_mol": 41.87, "homo_lumo_gap_ev": 10.93, "smiles": "O=[N+]([O-])[SiH2]Cl", "total_energy_ha": -956.06410, "homo_ev": -11.2, "symbols": ["N", "O", "O", "Si", "Cl", "H", "H"], "xyz": [[0.770, -0.732, 0.199], [0.717, -1.857, -0.272], [1.634, -0.390, 0.990], [-0.608, 0.411, -0.232], [-0.108, 2.116, 0.728], [-0.645, 0.872, -1.732], [-1.760, -0.420, 0.319]], "forces_ev_per_a": [[1.2, -0.5, 0.5], [-0.5, 0.0, -0.4], [-0.3, 0.2, -0.2], [-0.8, 0.4, -1.1], [-0.3, 0.1, 0.3], [0.0, -1.0, 1.5], [0.6, 0.8, -0.4]]}

=====

Repeat the first record exactly.
{"formula": "ClH22O15", "method": "ωB97M-V with the def2-TZVPD basis set", "relative_energy_kj_mol": 84.63, "charge": -1, "homo_lumo_gap_ev": 9.79, "total_energy_ha": -1601.81600, "homo_ev": -7.4, "symbols": ["Cl", "O", "O", "O", "O", "O", "H", "H", "O", "H", "H", "O", "H", "H", "O", "H", "H", "O", "H", "H", "O", "H", "H", "O", "H", "H", "O", "H", "H", "O", "H", "H", "O", "H", "H", "O", "H", "H"], "xyz": [[39.326, 14.844, 34.855], [38.262, 14.334, 35.719], [40.183, 13.748, 34.446], [38.921, 15.511, 33.657], [40.263, 15.642, 35.618], [38.312, 14.787, 30.760], [38.844, 15.336, 30.184], [38.431, 15.167, 31.630], [43.465, 14.739, 35.685], [42.714, 14.198, 35.927], [44.008, 14.763, 36.473], [42.667, 11.927, 34.401], [42.577, 11.667, 35.317], [42.045, 12.647, 34.293], [39.244, 12.136, 31.684], [39.574, 12.754, 32.335], [38.292, 12.169, 31.783], [36.673, 12.736, 37.938], [36.782, 13.672, 37.773], [36.668, 12.659, 38.892], [38.802, 15.796, 38.632], [38.840, 15.473, 37.732], [37.959, 16.245, 38.691], [41.880, 15.826, 38.621], [41.068, 15.594, 38.170], [41.757, 15.506, 39.515], [43.031, 17.062, 34.291], [42.151, 17.417, 34.415], [43.304, 16.783, 35.165], [40.650, 18.833, 36.471], [40.390, 18.182, 35.820], [39.985, 19.519, 36.403], [38.552, 10.897, 36.437], [38.105, 11.490, 37.042], [38.571, 11.373, 35.607], [41.670, 15.428, 31.872], [42.578, 15.128, 31.917], [41.518, 15.859, 32.713]], "forces_ev_per_a": [[3.2, -2.1, 0.4], [0.1, 1.1, -0.9], [-0.9, -1.2, -0.4], [-1.3, 0.7, 0.4], [-1.1, 1.7, 0.8], [-0.5, 0.0, -0.3], [0.3, 0.0, -0.1], [0.2, 0.0, 0.4], [0.4, 0.1, 0.0], [-0.4, 0.0, 0.0], [0.1, 0.0, 0.3], [0.4, -0.3, -0.1], [-0.1, -0.1, 0.2], [-0.4, 0.3, -0.1], [0.1, -0.6, -0.1], [0.2, 0.3, 0.3], [-0.2, 0.2, -0.1], [-0.1, -0.3, 0.0], [0.2, 0.3, -0.3], [0.0, 0.0, 0.3], [0.0, -0.2, 0.5], [0.0, -0.2, -0.7], [-0.1, 0.2, 0.0], [0.6, -0.1, 0.0], [-0.3, 0.1, -0.2], [-0.1, 0.0, 0.2], [0.1, 0.5, -0.6], [-0.2, 0.1, 0.1], [-0.1, -0.5, 0.2], [0.2, 0.2, 0.1], [-0.1, -0.5, -0.1], [-0.1, 0.2, 0.0], [0.2, -0.5, 0.0], [-0.3, 0.4, 0.2], [0.1, 0.2, -0.2], [-0.3, 0.0, -0.5], [0.2, 0.0, 0.2], [0.1, 0.0, 0.4]]}

=====

Q: Number 2 is which compound?
A: ClH2NO2Si

=====

Repeat the first record exactly.
{"formula": "ClH22O15", "method": "ωB97M-V with the def2-TZVPD basis set", "relative_energy_kj_mol": 84.63, "charge": -1, "homo_lumo_gap_ev": 9.79, "total_energy_ha": -1601.81600, "homo_ev": -7.4, "symbols": ["Cl", "O", "O", "O", "O", "O", "H", "H", "O", "H", "H", "O", "H", "H", "O", "H", "H", "O", "H", "H", "O", "H", "H", "O", "H", "H", "O", "H", "H", "O", "H", "H", "O", "H", "H", "O", "H", "H"], "xyz": [[39.326, 14.844, 34.855], [38.262, 14.334, 35.719], [40.183, 13.748, 34.446], [38.921, 15.511, 33.657], [40.263, 15.642, 35.618], [38.312, 14.787, 30.760], [38.844, 15.336, 30.184], [38.431, 15.167, 31.630], [43.465, 14.739, 35.685], [42.714, 14.198, 35.927], [44.008, 14.763, 36.473], [42.667, 11.927, 34.401], [42.577, 11.667, 35.317], [42.045, 12.647, 34.293], [39.244, 12.136, 31.684], [39.574, 12.754, 32.335], [38.292, 12.169, 31.783], [36.673, 12.736, 37.938], [36.782, 13.672, 37.773], [36.668, 12.659, 38.892], [38.802, 15.796, 38.632], [38.840, 15.473, 37.732], [37.959, 16.245, 38.691], [41.880, 15.826, 38.621], [41.068, 15.594, 38.170], [41.757, 15.506, 39.515], [43.031, 17.062, 34.291], [42.151, 17.417, 34.415], [43.304, 16.783, 35.165], [40.650, 18.833, 36.471], [40.390, 18.182, 35.820], [39.985, 19.519, 36.403], [38.552, 10.897, 36.437], [38.105, 11.490, 37.042], [38.571, 11.373, 35.607], [41.670, 15.428, 31.872], [42.578, 15.128, 31.917], [41.518, 15.859, 32.713]], "forces_ev_per_a": [[3.2, -2.1, 0.4], [0.1, 1.1, -0.9], [-0.9, -1.2, -0.4], [-1.3, 0.7, 0.4], [-1.1, 1.7, 0.8], [-0.5, 0.0, -0.3], [0.3, 0.0, -0.1], [0.2, 0.0, 0.4], [0.4, 0.1, 0.0], [-0.4, 0.0, 0.0], [0.1, 0.0, 0.3], [0.4, -0.3, -0.1], [-0.1, -0.1, 0.2], [-0.4, 0.3, -0.1], [0.1, -0.6, -0.1], [0.2, 0.3, 0.3], [-0.2, 0.2, -0.1], [-0.1, -0.3, 0.0], [0.2, 0.3, -0.3], [0.0, 0.0, 0.3], [0.0, -0.2, 0.5], [0.0, -0.2, -0.7], [-0.1, 0.2, 0.0], [0.6, -0.1, 0.0], [-0.3, 0.1, -0.2], [-0.1, 0.0, 0.2], [0.1, 0.5, -0.6], [-0.2, 0.1, 0.1], [-0.1, -0.5, 0.2], [0.2, 0.2, 0.1], [-0.1, -0.5, -0.1], [-0.1, 0.2, 0.0], [0.2, -0.5, 0.0], [-0.3, 0.4, 0.2], [0.1, 0.2, -0.2], [-0.3, 0.0, -0.5], [0.2, 0.0, 0.2], [0.1, 0.0, 0.4]]}